The following is a DFT calculation (ωB97M-V with the def2-TZVPD basis set) of C42H45N5ORuSTe as an isolated structure in a non-equilibrium geometry.

Computed properties:
F_max: 1.42 eV/A
energy: -2737.14390 a.u.
total charge: +2
orbital gap: 4.6 eV

Each line ends with the Löwdin charge.
CARTESIAN COORDINATES (ANGSTROEM)
1 Ru -0.72 2.59 1.50  1.242
2 C -5.06 4.28 2.02  -0.027
3 C -3.66 4.37 2.66  -0.371
4 C -3.37 5.83 3.00  -0.060
5 C -2.72 3.75 1.66  -0.252
6 C -1.75 4.45 0.96  -0.089
7 C -1.17 3.92 -0.21  -0.096
8 C -1.55 2.69 -0.74  -0.274
9 C -1.22 2.27 -2.13  -0.047
10 C -2.28 1.86 0.14  -0.072
11 C -2.83 2.38 1.34  -0.124
12 H -5.80 4.72 2.69  0.100
13 H -5.37 3.25 1.83  0.087
14 H -5.09 4.82 1.08  0.102
15 H -3.69 3.75 3.56  0.142
16 H -3.57 6.46 2.13  0.102
17 H -2.34 6.04 3.31  0.072
18 H -4.02 6.16 3.80  0.101
19 H -1.46 5.45 1.28  0.138
20 H -0.45 4.50 -0.76  0.150
21 H -0.51 1.45 -2.17  -0.018
22 H -0.79 3.10 -2.69  0.100
23 H -2.14 1.95 -2.62  0.108
24 H -2.44 0.82 -0.12  0.131
25 H -3.42 1.72 1.96  0.147
26 S 2.14 -1.38 7.18  1.106
27 N 2.33 -1.56 5.59  -0.194
28 C 1.68 -0.56 5.02  -0.300
29 C 1.61 -0.31 3.60  -0.063
30 C 2.28 -1.09 2.64  0.071
31 C 2.24 -0.70 1.33  0.047
32 C 1.50 0.44 0.97  -0.267
33 N 0.75 1.11 1.83  0.049
34 C 0.86 0.77 3.16  -0.111
35 C 0.19 1.65 4.12  -0.113
36 N -0.53 2.69 3.60  0.010
37 C -1.06 3.57 4.44  -0.076
38 C -0.97 3.45 5.82  0.009
39 C -0.30 2.38 6.37  0.062
40 C 0.30 1.46 5.50  -0.064
41 C 1.05 0.31 5.94  -0.302
42 N 1.24 -0.05 7.21  -0.193
43 H 2.85 -1.96 2.95  0.139
44 H 2.78 -1.24 0.56  0.117
45 H 1.59 0.13 -1.02  0.101
46 H -1.57 4.42 4.01  0.084
47 H -1.43 4.21 6.44  0.130
48 H -0.22 2.24 7.44  0.140
49 C 2.13 3.23 0.35  0.016
50 C 1.71 2.22 -0.72  -0.487
51 O 1.63 2.54 -1.87  0.103
52 N 1.57 0.88 -0.33  0.169
53 Te -0.61 -1.36 -2.34  1.475
54 C -0.41 -2.54 -4.07  -0.430
55 C -0.49 -3.93 -4.00  -0.294
56 C -0.79 -4.69 -2.74  -0.059
57 C -0.27 -4.66 -5.17  -0.001
58 C 0.00 -4.04 -6.39  -0.249
59 C 0.23 -4.84 -7.63  -0.037
60 C 0.03 -2.65 -6.42  -0.004
61 C -0.17 -1.88 -5.29  -0.326
62 C -0.11 -0.38 -5.40  -0.088
63 C 0.88 -2.33 -1.18  -0.449
64 C 0.56 -2.92 0.05  -0.340
65 C -0.79 -2.81 0.71  -0.073
66 C 1.53 -3.66 0.72  -0.039
67 C 2.81 -3.84 0.22  -0.268
68 C 3.83 -4.67 0.93  -0.032
69 C 3.12 -3.20 -0.98  -0.013
70 C 2.19 -2.46 -1.70  -0.310
71 C 2.61 -1.85 -3.01  -0.051
72 H 2.51 4.10 -0.19  0.106
73 H 2.89 2.84 1.02  0.100
74 H 1.32 3.61 1.00  0.041
75 H -1.45 -4.14 -2.08  0.047
76 H 0.13 -4.92 -2.19  0.088
77 H -1.27 -5.64 -2.99  0.088
78 H -0.32 -5.74 -5.13  0.124
79 H 0.10 -5.91 -7.45  0.079
80 H 1.24 -4.68 -8.02  0.089
81 H -0.47 -4.55 -8.42  0.089
82 H 0.21 -2.15 -7.37  0.126
83 H -0.01 -0.08 -6.44  0.083
84 H 0.73 0.03 -4.84  0.063
85 H -1.01 0.10 -5.01  0.063
86 H -1.39 -1.98 0.32  0.012
87 H -0.68 -2.68 1.79  0.078
88 H -1.37 -3.72 0.55  0.095
89 H 1.26 -4.13 1.66  0.129
90 H 3.43 -5.08 1.86  0.080
91 H 4.72 -4.10 1.16  0.087
92 H 4.14 -5.51 0.31  0.093
93 H 4.12 -3.31 -1.39  0.131
94 H 3.70 -1.83 -3.09  0.088
95 H 2.23 -0.83 -3.13  0.052
96 H 2.22 -2.43 -3.85  0.088